No. 1
Computed, not measured: C20H24N4O2S in the gas phase, with the ωB97M-V functional and the def2-TZVPD basis.

The geometry in XYZ format:
```
51
Properties=species:S:1:pos:R:3:forces:R:3:lowdin_charge:R:1
C -0.9535 -3.2738 0.6328 -0.3 -0.2 0.1 -0.010
N -0.3715 -2.1197 0.0118 0.0 0.3 -0.1 -0.034
C -1.0256 -0.9646 -0.3357 0.1 -0.1 0.1 -0.293
N -0.2469 -0.0831 -0.8942 -0.4 0.5 -0.2 0.178
C 0.9968 -0.6554 -0.9434 0.1 -0.8 0.4 -0.203
C 2.1887 -0.1590 -1.4530 -0.1 -0.3 0.0 0.035
C 3.3104 -0.9667 -1.3659 -0.8 -0.1 0.1 -0.310
C 3.2435 -2.2442 -0.7917 0.1 0.1 -0.1 -0.030
C 2.0611 -2.7558 -0.2970 -0.1 -0.1 0.0 -0.012
C 0.9383 -1.9499 -0.3710 0.4 0.5 -0.3 -0.163
H 2.0300 -3.7469 0.1310 0.0 -0.1 0.0 0.103
H 4.1417 -2.8435 -0.7491 0.1 -0.1 0.0 0.109
N 4.5319 -0.4919 -1.8596 0.7 0.8 -0.2 -0.059
S 5.0503 1.0577 -1.4636 0.3 -0.5 0.1 0.662
O 6.4614 1.0451 -1.7136 0.0 -0.2 0.2 -0.291
O 4.2382 2.0263 -2.1286 -0.3 -0.1 0.2 -0.275
C 4.7401 1.1129 0.2989 0.1 0.1 -0.6 -0.277
C 5.6362 0.4788 1.1368 0.2 -0.1 0.1 -0.060
C 5.3734 0.4319 2.4955 0.0 0.0 -0.1 -0.069
C 4.2148 1.0093 2.9924 0.0 0.0 0.0 -0.075
C 3.3253 1.6448 2.1406 0.0 0.0 0.0 -0.061
C 3.5877 1.6995 0.7810 -0.1 0.1 0.0 -0.057
H 2.9220 2.1949 0.0937 -0.1 0.1 0.0 0.113
H 2.4275 2.0971 2.5332 -0.1 0.0 0.0 0.107
H 4.0080 0.9678 4.0516 0.0 0.0 0.1 0.104
H 6.0675 -0.0540 3.1644 0.1 0.0 0.0 0.106
H 6.5315 0.0492 0.7150 0.1 -0.1 0.0 0.114
H 5.2967 -1.1470 -1.8059 0.2 0.0 0.0 0.113
H 2.2460 0.8117 -1.9133 -0.1 0.1 -0.1 0.110
C -2.4792 -0.7906 -0.0844 -0.1 0.2 -0.1 -0.102
H -3.0317 -1.6200 -0.5352 0.0 0.0 0.1 0.128
H -2.6678 -0.8187 0.9932 0.0 -0.1 0.0 0.120
C -2.9943 0.5211 -0.6760 0.0 -0.3 0.0 -0.213
N -4.4353 0.5858 -0.6034 0.0 0.1 -0.1 -0.186
C -4.9727 0.7623 0.7425 0.0 -0.3 0.3 -0.191
C -6.2578 1.5918 0.5888 0.0 0.0 0.0 -0.167
H -6.1167 2.5874 1.0105 0.0 0.0 0.0 0.105
H -7.1074 1.1296 1.0881 0.0 0.0 0.1 0.102
C -6.4568 1.6861 -0.9250 0.1 0.1 -0.1 -0.177
H -7.0166 0.8240 -1.2865 0.0 0.0 -0.1 0.109
H -6.9709 2.5959 -1.2279 -0.1 0.0 0.0 0.106
C -5.0264 1.6148 -1.4407 -0.1 0.0 -0.1 -0.206
H -4.9621 1.3193 -2.4894 0.0 0.1 0.0 0.119
H -4.5239 2.5900 -1.3195 0.0 0.0 0.0 0.124
H -5.1802 -0.2222 1.1732 0.1 0.1 0.1 0.111
H -4.2549 1.2770 1.3997 0.0 0.0 0.0 0.115
H -2.5056 1.3667 -0.1622 -0.1 0.0 -0.1 0.127
H -2.7022 0.5625 -1.7267 0.1 0.1 0.1 0.123
H -1.4189 -3.0049 1.5840 0.0 -0.1 0.0 0.097
H -1.7146 -3.7183 -0.0136 0.1 0.0 0.1 0.097
H -0.1753 -4.0112 0.8175 0.0 0.0 0.0 0.085
```
Forces are in eV/Å.

## Properties
* energy above the lowest of the compared OMol25 structures with the same formula, charge and spin: 1.1930 eV
* structure (SMILES): Cn1c(CCN2CCCC2)nc2cc(NS(=O)(=O)c3ccccc3)ccc21
* maximum force: 1.03 eV/A
* charge: 0
* frontier orbital gap: 0.3177 Eh
* molecular weight: 384.50 u

---

No. 2
Computed, not measured: a molecular structure, C20H24N4O7Sr2, with the ωB97M-V functional and the def2-TZVPD basis.

The geometry in XYZ format:
```
57
Properties=species:S:1:pos:R:3:forces:R:3:lowdin_charge:R:1
N 19.8618 3.4992 2.6588 -1.5 -0.4 -0.3 0.287
H 20.1761 3.8713 3.5663 0.4 0.3 -0.4 0.173
H 20.5379 3.5826 1.8848 0.4 0.6 0.6 0.081
H 18.9403 3.8789 2.3906 0.7 0.0 0.4 0.136
H 19.7719 2.4884 2.7690 0.1 0.1 0.3 0.136
Sr 16.4598 3.3419 -0.2035 0.7 0.9 -0.8 1.751
Sr 18.4627 -0.0984 -0.1600 1.3 0.2 -0.6 1.737
C 21.2345 3.3068 -0.4741 -0.3 -0.1 0.4 -0.079
C 19.9893 2.9315 -1.2603 1.2 0.0 -0.5 -0.371
O 18.9286 2.4309 -0.4116 -2.8 -1.2 0.7 -0.690
H 21.4941 2.5530 0.2834 -0.1 -0.2 -0.3 0.060
H 21.1536 4.2649 0.0517 0.0 0.1 -0.3 0.091
H 22.0805 3.3364 -1.1665 0.1 0.3 0.1 0.076
H 20.3054 2.1826 -1.9996 -0.3 -0.3 0.2 0.098
H 19.6991 3.7665 -1.9066 -0.4 0.1 0.3 0.118
C 23.2439 0.8756 -5.7393 0.7 -0.3 1.1 -0.053
C 22.2496 0.9891 -4.7680 -0.5 0.0 -1.1 -0.063
C 21.0962 1.7009 -5.0964 -0.1 -0.2 0.7 -0.038
C 21.0555 2.4687 -6.2403 0.8 -0.6 -0.1 -0.151
C 22.1515 2.4747 -7.0967 -0.3 0.1 -1.2 0.025
C 23.2322 1.6270 -6.8953 -0.1 0.2 0.8 -0.018
N 19.8154 3.1452 -6.6144 -0.3 -0.2 0.4 -0.348
O 19.8330 3.9205 -7.5281 0.1 0.2 -0.2 0.139
O 18.8193 2.8548 -5.9551 0.1 0.2 0.1 0.031
H 24.0521 0.1955 -5.4968 0.2 0.2 -0.3 0.126
H 22.3154 0.4221 -3.8500 0.0 -0.1 0.0 0.098
H 20.2068 1.5662 -4.4965 -0.1 0.4 0.1 0.088
H 22.0999 3.0038 -8.0416 -0.1 0.3 0.2 0.138
H 24.0841 1.5998 -7.5583 -0.2 0.0 -0.3 0.134
C 25.3553 -0.1578 1.0744 0.7 0.1 0.1 -0.024
C 25.9471 1.0958 0.9023 -0.3 -0.5 0.3 -0.004
C 25.2346 2.2409 1.2237 0.1 -0.2 -1.0 0.041
C 23.9398 2.0781 1.6852 -0.1 0.8 0.4 -0.174
C 23.3357 0.8579 1.8733 0.4 -1.4 0.5 -0.046
C 24.0730 -0.2880 1.5814 -0.4 0.4 -0.4 -0.054
N 23.1910 3.2702 2.0816 0.1 -0.3 0.2 -0.325
O 23.4926 4.3379 1.6410 0.1 0.3 -0.2 0.156
O 22.2332 3.1175 2.8686 0.2 -0.2 -0.4 -0.038
H 25.9675 -1.0236 0.8549 -0.2 -0.1 0.0 0.128
H 26.9716 1.1328 0.5610 0.0 0.2 -0.1 0.133
H 25.6538 3.2042 0.9697 -0.1 0.2 0.5 0.140
H 22.4079 0.7013 2.4089 -0.1 0.5 -0.1 0.100
H 23.6141 -1.2566 1.7272 0.2 -0.1 0.1 0.111
C 21.5500 6.9400 -5.1738 0.0 0.4 0.5 -0.040
C 22.4847 6.3712 -6.0177 -0.6 -0.6 -0.7 -0.028
C 23.3297 5.3452 -5.6041 0.3 0.1 0.6 0.031
C 23.2465 4.9445 -4.2685 0.0 0.6 -0.4 -0.141
C 22.3379 5.5311 -3.4108 -0.5 -0.6 0.2 -0.019
C 21.4617 6.5189 -3.8511 0.5 -0.4 -0.1 -0.049
N 24.1192 3.8916 -3.7333 -0.2 -0.5 -0.2 -0.330
O 24.8835 3.3424 -4.4871 0.0 0.2 0.0 0.123
O 23.9706 3.5728 -2.5570 -0.1 0.0 0.1 0.023
H 20.9252 7.7511 -5.5234 -0.1 -0.1 -0.1 0.124
H 22.4106 6.5991 -7.0739 0.4 0.3 0.1 0.130
H 24.0710 4.9345 -6.2751 -0.1 -0.1 0.0 0.132
H 22.2432 5.0999 -2.4261 0.2 0.3 0.2 0.084
H 20.7388 6.9150 -3.1518 0.0 0.2 -0.1 0.103
```
Forces are in eV/Å.

## Properties
* maximum force: 3.09 eV/A
* charge: +4
* frontier orbital gap: 0.0643 Eh
* molecular weight: 607.67 u

---

No. 3
Computed, not measured: a molecular structure, C20H24N4O9STm, with the ωB97M-V functional and the def2-TZVPD basis.

The geometry in XYZ format:
```
59
Properties=species:S:1:pos:R:3:forces:R:3:mulliken_spin:R:1
Tm 0.4314 -0.0595 -0.1693 1.0 -3.7 -1.6 2.025
O -1.7990 -0.4733 3.1790 -0.2 0.1 0.1 0.000
C -1.7435 -0.3773 1.8879 -0.2 0.0 -0.1 0.000
O -1.0181 -1.0721 1.1745 -0.2 -0.1 0.3 -0.001
C -2.6927 0.6630 1.3021 0.1 0.0 0.0 0.000
O -2.0376 1.4659 0.3360 0.0 0.0 0.2 -0.001
C -1.2758 2.5758 0.8696 0.2 0.0 0.0 0.001
C 0.1179 1.9686 0.8205 -0.6 2.1 1.1 -0.010
O 0.4175 1.1274 1.7043 -0.1 0.4 0.2 -0.001
O 0.7245 2.0035 -0.2879 0.2 1.2 -0.3 -0.004
H -1.1583 -1.1083 3.5382 0.1 -0.2 -0.1 0.000
H -3.4826 0.1273 0.7738 0.0 0.0 0.1 0.000
H -3.1243 1.2574 2.1064 0.0 0.0 0.0 0.000
H -1.3795 3.4085 0.1808 0.0 0.0 0.0 0.000
H -1.6001 2.8443 1.8728 0.0 0.0 0.0 0.000
C 2.4986 -1.1846 -0.0361 -0.1 0.0 -0.2 -0.001
C 2.1617 -2.4527 -0.7295 0.1 0.0 0.2 -0.002
C 1.3222 -3.4013 -0.1198 -0.1 0.3 -0.1 0.000
C 0.9415 -4.5555 -0.7796 0.0 -0.2 -0.1 0.001
C 1.3998 -4.8049 -2.0729 0.0 0.2 0.2 0.000
C 2.2523 -3.8852 -2.6874 0.0 0.0 0.0 0.000
C 2.6211 -2.7306 -2.0264 -0.1 0.0 0.0 0.000
C 0.9848 -5.9877 -2.7612 -0.1 -0.2 -0.1 0.000
N 0.6388 -6.9400 -3.3042 0.0 0.1 0.0 0.000
H 3.3589 -0.7076 -0.5098 0.0 0.1 0.1 0.000
H 2.7579 -1.3781 1.0090 -0.1 0.1 0.1 0.000
H 0.9743 -3.2191 0.8919 0.0 -0.1 0.0 0.000
H 0.2951 -5.2803 -0.3022 0.0 0.0 0.0 0.000
H 2.6097 -4.0918 -3.6874 0.0 0.0 0.0 0.000
H 3.2872 -2.0238 -2.5070 0.0 0.0 0.0 0.000
C -7.0144 -0.5730 -4.9733 0.1 0.0 0.1 0.000
C -5.7988 -0.7577 -5.8682 0.3 0.1 0.1 0.000
S -4.3336 -0.2344 -4.9815 0.2 0.1 -0.1 0.000
O -4.0387 -1.1816 -3.9324 0.1 -0.1 -0.1 0.000
O -4.4715 1.1532 -4.6017 0.1 0.1 -0.1 0.000
C -3.0209 -0.3255 -6.2282 -0.1 0.0 0.6 0.000
C -1.6906 0.2703 -5.7322 -0.3 0.1 -0.2 0.000
N -1.1832 -0.2573 -4.4578 0.1 -0.2 -0.2 0.000
C -1.0713 0.4385 -3.3130 -0.2 0.0 0.1 0.000
N -0.6442 -0.3462 -2.3187 0.4 0.0 0.1 -0.003
C -0.4419 -1.5885 -2.8572 -0.1 -0.3 -0.3 -0.003
C -0.7456 -1.5449 -4.1794 -0.2 0.2 0.5 0.001
N -0.5665 -2.6147 -5.1143 0.2 -0.2 -0.2 0.000
O -0.1303 -3.6497 -4.6608 -0.2 0.1 0.0 0.000
O -0.8068 -2.4043 -6.2928 -0.1 0.1 0.2 0.000
C -1.3802 1.8817 -3.1637 -0.1 -0.1 -0.1 0.000
H -7.9111 -0.9153 -5.4850 0.0 0.0 0.0 0.000
H -7.1353 0.4777 -4.7140 0.0 0.0 0.0 0.000
H -6.9008 -1.1486 -4.0549 0.0 0.0 0.0 0.000
H -5.8405 -0.1417 -6.7670 -0.1 0.0 0.0 0.000
H -5.6212 -1.8007 -6.1315 0.0 0.0 -0.1 0.000
H -3.3686 0.2561 -7.0816 0.1 0.0 0.0 0.000
H -2.9157 -1.3655 -6.5187 0.0 -0.1 0.0 0.000
H -1.8190 1.3424 -5.6059 0.1 0.0 0.1 0.000
H -0.9302 0.0914 -6.4874 0.0 0.0 -0.1 0.000
H -0.1104 -2.4466 -2.2923 0.1 0.0 0.0 0.000
H -0.7286 2.4930 -3.7901 0.0 0.0 0.0 0.000
H -1.2362 2.1663 -2.1260 0.0 0.0 0.0 0.000
H -2.4155 2.0672 -3.4427 -0.1 0.1 0.0 0.000
```
Forces are in eV/Å.

## Properties
* energy above the lowest of the compared OMol25 structures with the same formula, charge and spin: 0.4493 eV
* maximum force: 4.13 eV/A
* spin multiplicity: 3
* charge: +1
* frontier orbital gap (spin up / spin down): 0.2683 / 0.2683 Eh
* molecular weight: 665.43 u

---

No. 4
Computed, not measured: C20H24N6 in the gas phase, with the ωB97M-V functional and the def2-TZVPD basis.

The geometry in XYZ format:
```
50
Properties=species:S:1:pos:R:3:forces:R:3:lowdin_charge:R:1
C -5.7220 -2.4675 0.1851 0.2 0.1 0.2 -0.072
H -5.5618 -3.5368 0.3028 0.0 -0.1 0.0 0.076
H -6.0692 -2.2825 -0.8292 -0.1 0.0 -0.1 0.081
H -6.5021 -2.1587 0.8767 -0.2 0.0 0.0 0.078
C -4.4328 -1.6988 0.4560 -0.2 0.0 -0.3 -0.386
C -4.6743 -0.1952 0.3568 0.0 -0.3 0.1 -0.100
C -3.4220 0.6277 0.2858 0.1 0.4 0.1 -0.208
N -3.6160 1.9274 0.3778 -0.7 -0.2 0.1 0.188
C -2.5715 2.7175 0.2523 0.8 -0.1 -0.1 -0.352
N -2.4987 4.0365 0.3040 -0.6 0.3 0.1 0.128
C -1.2008 4.2908 0.1357 -0.1 -0.5 0.0 -0.206
N -0.4228 3.2372 -0.0202 1.2 0.3 0.0 0.085
N -1.2802 2.2089 0.0446 -1.2 0.3 0.2 0.030
C -1.0424 0.8755 -0.0309 -0.3 -0.4 -0.1 -0.137
C -2.1559 0.0451 0.0796 0.4 0.1 0.1 -0.067
C -2.0174 -1.4430 -0.0891 -0.1 0.0 -0.1 -0.143
C -3.3316 -2.0770 -0.5316 0.1 0.0 0.4 -0.164
H -3.2149 -3.1614 -0.5756 0.0 0.0 -0.1 0.118
H -3.6001 -1.7239 -1.5292 0.0 0.0 -0.1 0.130
H -1.2266 -1.6446 -0.8155 0.1 0.0 0.1 0.115
H -1.7225 -1.9022 0.8603 0.1 -0.1 -0.1 0.116
N 0.2248 0.4050 -0.2810 -0.1 0.2 0.0 -0.063
C 1.1762 1.2301 -1.0046 0.5 0.0 -0.5 -0.147
H 0.6463 1.8356 -1.7390 0.1 0.0 0.1 0.123
C 2.1509 0.2815 -1.7170 -0.1 0.3 0.0 -0.143
N 2.8372 -0.5976 -0.7987 -0.1 -0.2 -0.2 -0.103
C 4.0336 -0.2102 -0.1998 0.3 0.0 0.0 -0.230
C 4.7852 -1.1558 0.5074 -0.1 0.0 0.1 -0.033
C 6.0026 -0.8266 1.0666 0.0 0.0 0.1 -0.093
C 6.5191 0.4513 0.9303 0.1 0.1 0.0 -0.108
C 5.7962 1.3913 0.2191 0.1 0.0 0.1 -0.091
C 4.5708 1.0723 -0.3365 -0.2 0.0 -0.1 -0.032
H 4.0353 1.8416 -0.8701 -0.1 0.0 0.0 0.097
H 6.1826 2.3933 0.1000 0.0 0.1 0.0 0.103
H 7.4718 0.7072 1.3677 0.1 0.0 0.0 0.097
H 6.5584 -1.5797 1.6063 0.0 -0.1 0.0 0.102
H 4.4242 -2.1689 0.6017 0.0 -0.1 0.0 0.104
C 1.8779 -1.3711 -0.0418 -0.2 0.0 0.3 -0.137
H 2.3821 -2.0009 0.6882 0.0 0.0 -0.1 0.110
C 0.8960 -0.4432 0.6867 0.1 -0.4 0.2 -0.116
H 0.1663 -1.0217 1.2491 0.0 0.0 0.0 0.112
H 1.4639 0.1813 1.3949 -0.1 -0.1 0.0 0.141
H 1.3248 -2.0123 -0.7372 0.0 0.0 0.1 0.124
H 2.8745 0.8437 -2.3054 0.0 0.0 0.0 0.120
H 1.5770 -0.3543 -2.4018 0.0 0.1 0.0 0.128
H 1.7193 1.8998 -0.3267 -0.1 0.0 -0.1 0.112
H -0.8019 5.2853 0.1298 0.2 0.2 0.0 0.104
H -5.2712 0.1665 1.1957 0.0 0.0 0.0 0.129
H -5.2500 0.0215 -0.5483 0.0 0.0 0.0 0.133
H -4.0884 -1.9401 1.4681 0.0 0.0 0.0 0.145
```
Forces are in eV/Å.

## Properties
* energy above the lowest of the compared OMol25 structures with the same formula, charge and spin: 0.0000 eV
* structure (SMILES): C[C@H]1CCc2c(nc3ncnn3c2N2CCN(c3ccccc3)CC2)C1
* maximum force: 1.22 eV/A
* charge: 0
* frontier orbital gap: 0.3080 Eh
* molecular weight: 348.45 u